[1]
32
Properties=species:S:1:pos:R:3:forces:R:3 method="wB97M-V/def2-TZVPD" spin_multiplicity=4 total_charge=-2 homo_lumo_gap_ev="2.2 / 7.2" s2=3.754
Ni 14.04133 -6.71995 12.21021 -0.732 -0.524 -0.086
B 15.98679 -6.30407 13.09500 0.439 -0.185 1.105
H 17.03842 -6.11892 13.25004 3.857 1.205 0.483
H 15.36503 -5.45054 12.87333 -1.647 3.595 -0.659
H 15.93807 -7.01339 12.28338 0.235 -2.745 -2.818
H 15.54947 -6.77194 13.96338 -1.212 -1.826 3.670
B 14.51587 -5.35703 10.46237 0.283 0.618 -0.284
H 15.15140 -6.18367 10.73988 3.067 -2.398 -0.072
H 14.74721 -4.48571 11.05526 0.983 3.494 1.998
H 14.44459 -5.11971 9.41221 -0.035 0.518 -4.173
H 13.53885 -5.72538 10.73439 -4.278 -0.679 0.596
B 13.55581 -8.47415 11.06943 0.344 -0.568 -1.241
H 13.14730 -9.41440 10.73283 -1.331 -3.742 -1.285
H 12.68088 -7.93144 11.39223 -3.558 2.498 1.507
H 14.21978 -8.63439 11.90471 2.733 -0.846 3.036
H 14.01637 -7.89263 10.28587 1.679 1.402 -3.195
C 12.79719 -4.19283 13.36834 2.745 0.382 -1.853
O 12.84418 -5.29237 12.97813 -0.168 -5.310 -0.930
N 13.71385 -3.30934 13.28089 6.156 2.581 -0.073
N 11.76109 -3.63546 13.73631 -8.511 2.520 2.923
H 14.60449 -3.71785 13.03598 0.467 0.700 -0.404
H 13.48997 -2.32576 13.23040 0.624 -0.533 -0.152
H 10.95755 -4.23585 13.61823 -0.611 0.869 0.628
H 11.87575 -2.69787 14.09391 -1.326 -0.513 0.186
C 12.94481 -8.11342 14.90341 2.418 2.474 -2.771
O 13.19006 -7.64974 13.77956 -1.181 -1.372 0.432
N 13.26802 -7.39359 15.93028 0.191 2.186 2.628
N 12.60989 -9.32295 15.18976 -1.557 -3.645 -0.489
H 13.24251 -7.83831 16.83675 0.159 0.585 0.504
H 13.64350 -6.47659 15.73481 0.039 -0.232 0.395
H 12.64725 -9.99710 14.43861 -0.135 -0.021 0.271
H 12.64189 -9.59803 16.16105 -0.135 -0.490 0.123

***

[2]
19
Properties=species:S:1:pos:R:3:forces:R:3 method="wB97M-V/def2-TZVPD" total_charge=-2 homo_lumo_gap_ev=5.7
C -0.35273 -1.74914 0.17616 -2.495 0.525 -0.132
C 0.77251 -2.73475 0.46921 1.222 -0.077 -0.670
S 0.77454 -3.06815 2.23054 0.591 -0.553 0.800
C -0.13048 -0.72718 -1.01232 -2.856 0.234 2.551
N 0.31312 0.60924 -0.68397 0.182 0.852 1.563
C -0.66078 1.57199 0.02573 3.160 1.333 -0.924
C 0.15431 3.11290 0.00250 -5.501 -0.551 -0.010
O -0.51555 4.04003 0.69970 -1.149 0.941 0.749
H -0.70580 -1.09986 1.06499 1.496 -0.990 -0.906
H -1.36859 -2.30900 0.09868 1.515 0.471 -0.562
H 0.88127 -3.72767 -0.07550 -1.408 0.899 0.209
H 1.70974 -2.31230 0.01077 -0.254 0.405 0.993
H 0.48549 -1.12710 -1.74142 1.153 -0.959 -1.707
H -1.14373 -0.52709 -1.34584 -0.205 -0.373 -0.951
H 1.11466 0.48561 -0.03641 -0.587 0.516 -0.496
H -0.81738 1.34875 1.08142 -0.151 -0.141 0.010
H -1.59705 1.77965 -0.49295 0.058 -0.523 -0.257
H 0.10126 3.45877 -1.03264 1.226 -0.800 -0.834
H 0.98518 2.97529 0.56134 4.002 -1.209 0.573

***

[3]
126
Properties=species:S:1:pos:R:3:forces:R:3 method="wB97M-V/def2-TZVPD" homo_lumo_gap_ev=6.7
Ba -0.42228 0.59908 -0.36603 0.280 -0.117 0.563
C 4.13386 -5.16433 1.94525 -0.003 0.007 0.034
N 3.30611 -4.15603 1.32636 -0.060 0.031 0.010
C 3.97789 -3.25052 0.42313 0.001 0.020 0.031
C 1.92128 -4.14082 1.45401 0.137 0.002 -0.058
N 1.18750 -3.09850 1.55333 -0.050 0.076 -0.034
C 1.77633 -1.82280 1.89220 0.049 0.118 0.176
C 0.92884 -1.12903 2.96086 -0.013 0.052 0.052
N 0.84844 0.32271 2.76275 -0.036 0.011 -0.004
C 2.16118 0.97509 2.77417 0.096 -0.085 -0.050
C 2.35742 1.91408 1.58226 0.013 0.034 -0.021
N 2.57066 1.15285 0.36720 -0.090 -0.009 -0.117
C 3.69178 1.22532 -0.25652 0.150 0.074 -0.021
N 4.82457 1.89333 0.21721 -0.003 -0.073 -0.024
C 5.67130 2.66059 -0.66899 -0.026 -0.002 0.013
C 5.43180 1.52826 1.47650 -0.019 0.039 -0.025
N 3.82530 0.67052 -1.51626 0.028 -0.089 0.097
C 4.98659 -0.17479 -1.75517 -0.018 0.060 -0.066
C 2.60829 0.15975 -2.11390 -0.007 0.072 0.136
C -0.02378 0.90288 3.78673 -0.168 0.047 -0.189
C -0.34774 2.37245 3.54610 0.048 0.022 0.087
N -1.38087 2.51611 2.53262 0.074 -0.152 0.038
C -2.04790 3.61737 2.52523 -0.131 -0.019 -0.087
N -1.57754 4.82463 3.01151 0.090 0.053 0.005
C -0.21073 5.22662 2.77189 -0.014 0.006 0.037
C -2.41273 5.78294 3.69818 -0.064 -0.022 0.006
N -3.35218 3.64652 2.07660 0.085 0.061 -0.058
C -4.04025 2.37665 1.95945 0.002 -0.061 -0.047
C -3.75129 4.63313 1.08019 0.045 -0.038 0.073
N 1.32956 -5.39280 1.47731 0.026 -0.038 0.011
C -0.06539 -5.46774 1.85410 0.000 -0.003 0.036
C 1.73095 -6.39943 0.50945 -0.035 -0.053 0.018
H 4.92560 -4.68731 2.53150 0.005 -0.007 0.002
H 4.61430 -5.81722 1.20649 0.000 -0.002 -0.003
H 3.53219 -5.77746 2.61177 0.012 0.002 -0.006
H 4.55082 -3.81434 -0.32315 -0.009 -0.001 0.007
H 4.67086 -2.58529 0.95186 0.004 0.010 -0.012
H 3.24598 -2.64731 -0.10736 -0.014 0.024 -0.026
H 1.82091 -1.13151 1.04236 -0.032 -0.220 -0.229
H 2.81127 -1.92989 2.23911 0.006 -0.016 0.013
H 1.31061 -1.37244 3.96706 0.021 0.017 0.010
H -0.08434 -1.51583 2.88831 0.039 -0.028 0.026
H 2.93638 0.20795 2.72701 0.011 0.028 0.043
H 2.31869 1.51695 3.71611 -0.024 0.025 -0.021
H 3.15565 2.63696 1.78061 0.019 -0.023 0.012
H 1.43315 2.48816 1.45682 0.001 0.046 0.027
H 5.17638 2.79712 -1.62662 0.003 0.013 -0.006
H 6.64110 2.17736 -0.84041 0.015 0.004 -0.007
H 5.86556 3.64268 -0.22908 0.014 0.011 -0.005
H 4.77252 0.87810 2.04114 -0.022 -0.035 0.028
H 5.64746 2.41322 2.08201 0.005 0.007 0.022
H 6.37601 0.99395 1.31055 0.019 -0.004 0.005
H 5.90430 0.30894 -1.43549 0.023 -0.006 0.023
H 5.05874 -0.37378 -2.82413 0.011 0.010 0.013
H 4.89859 -1.13597 -1.23627 -0.019 -0.048 0.004
H 1.83114 0.89552 -1.95608 -0.089 -0.019 -0.352
H 2.28861 -0.79181 -1.66695 -0.014 -0.016 -0.028
H 2.73908 0.01194 -3.18398 0.017 0.016 0.004
H 0.44241 0.78245 4.77970 -0.010 0.044 0.007
H -0.96229 0.34587 3.78115 0.018 -0.024 0.030
H 0.57758 2.90276 3.30008 0.007 -0.013 0.047
H -0.69055 2.81279 4.49380 0.027 -0.046 -0.026
H 0.19700 4.65760 1.93788 0.015 -0.011 -0.005
H 0.43926 5.08529 3.64272 -0.003 0.026 0.006
H -0.18996 6.28691 2.50552 -0.009 -0.011 -0.026
H -2.49948 6.72162 3.14009 -0.018 0.006 -0.014
H -1.99182 6.01633 4.68060 0.019 0.010 0.011
H -3.40648 5.36535 3.83896 0.013 0.015 -0.013
H -3.70968 1.80128 1.09417 -0.046 -0.016 0.052
H -3.85019 1.77690 2.84709 -0.011 0.002 0.040
H -5.11001 2.58007 1.87398 0.000 -0.036 0.010
H -4.82258 4.81752 1.16627 -0.025 0.021 -0.017
H -3.52307 4.28539 0.06968 -0.027 -0.040 0.028
H -3.22735 5.57032 1.23777 0.048 0.069 0.059
H -0.27012 -4.75089 2.64429 -0.011 -0.025 -0.004
H -0.27706 -6.47954 2.20274 -0.031 -0.016 0.000
H -0.73011 -5.24340 1.01102 -0.020 0.021 -0.012
H 1.79175 -7.38134 0.98362 0.006 -0.016 -0.005
H 2.70028 -6.15602 0.08525 0.016 -0.001 -0.013
H 1.00872 -6.46055 -0.31294 0.006 -0.005 0.006
N -0.57414 -2.19827 -1.10668 0.030 0.102 0.064
C 0.26284 -2.70508 -2.13359 0.018 -0.064 -0.003
C 1.13173 -3.74683 -1.81276 -0.051 0.058 0.028
C 2.02619 -4.25819 -2.73612 0.025 0.010 -0.079
C 2.04352 -3.74141 -4.02293 -0.001 -0.013 0.034
C 1.16111 -2.72297 -4.34936 -0.016 -0.003 0.050
C 0.26325 -2.17365 -3.43079 -0.040 0.031 -0.078
C -0.59627 -1.03755 -3.88917 -0.003 0.044 -0.020
C -1.32554 -1.21900 -5.06979 0.022 -0.067 0.032
C -2.01016 -0.15995 -5.64503 -0.004 0.018 0.003
C -1.92735 1.09241 -5.05268 0.045 -0.032 0.001
C -1.20436 1.24746 -3.87373 -0.109 -0.096 -0.037
C -0.53929 0.19808 -3.21509 0.050 0.078 0.431
H -0.52335 -2.76053 -0.26254 -0.054 0.008 0.029
H -1.53286 -2.03936 -1.39359 -0.022 -0.023 -0.156
H 1.08346 -4.15639 -0.81395 0.000 -0.005 0.004
H 2.69108 -5.06535 -2.45343 0.016 -0.019 -0.001
H 2.72999 -4.12587 -4.76595 0.011 -0.010 -0.004
H 1.17077 -2.30402 -5.34794 0.004 0.004 -0.019
H -1.35814 -2.19773 -5.53856 -0.005 -0.020 -0.020
H -2.58748 -0.30765 -6.54911 -0.011 -0.007 -0.024
H -2.43085 1.94065 -5.50352 -0.027 0.027 -0.012
H -1.17779 2.24608 -3.44299 -0.037 0.055 0.049
C -4.95162 -2.53392 0.26347 -0.018 -0.017 -0.084
C -4.64769 -1.29309 1.09746 0.154 0.195 0.097
C -3.24102 -1.23969 1.50491 -0.327 -0.122 -0.052
N -2.13636 -1.23901 1.81403 0.195 0.078 -0.111
H -5.99625 -2.51857 -0.04256 -0.017 -0.014 -0.003
H -4.77067 -3.44881 0.82539 0.012 -0.003 0.025
H -4.33602 -2.55297 -0.63490 0.007 0.023 -0.011
H -5.26363 -1.25793 1.99889 0.035 -0.003 -0.027
H -4.81993 -0.38060 0.52290 -0.031 -0.054 -0.004
I -7.54154 3.75288 -5.18801 0.023 -0.010 0.016
C -6.06473 3.09261 -3.86366 0.021 -0.010 0.016
C -6.08486 1.77935 -3.41674 0.001 0.035 -0.015
C -5.10403 1.35148 -2.53564 -0.037 -0.028 -0.027
C -4.11306 2.22169 -2.10467 -0.042 -0.006 0.044
C -4.09909 3.52887 -2.57095 -0.004 0.038 -0.011
C -5.07466 3.97253 -3.44975 -0.027 0.021 -0.027
C -3.03762 1.74299 -1.17441 0.494 -0.070 -0.269
O -3.06970 0.55915 -0.75273 -0.460 -0.422 -0.052
O -2.09770 2.52575 -0.88126 -0.146 0.563 -0.095
H -6.84952 1.09723 -3.75968 -0.021 -0.017 -0.006
H -5.08508 0.32512 -2.19477 0.017 -0.006 0.032
H -3.30512 4.19043 -2.24802 -0.012 -0.026 -0.022
H -5.06122 4.99016 -3.81433 -0.004 0.014 -0.007

***

Max |F| / eV/Å: 9.3, 5.5, 0.6
DFT total energy / eV: -55516.2928, -19732.0456, -76450.0334